{"formula": "C20H26BiN5O6P2Se3Te", "method": "ωB97M-V/def2-TZVPD", "symbols": ["Bi", "C", "N", "C", "C", "C", "C", "C", "C", "N", "C", "C", "C", "C", "C", "C", "N", "C", "C", "C", "C", "C", "N", "H", "H", "H", "H", "H", "H", "H", "H", "H", "H", "H", "H", "H", "H", "H", "H", "H", "H", "Se", "Se", "Te", "Se", "N", "C", "C", "P", "O", "O", "O", "P", "O", "O", "O", "H", "H", "H", "H", "H", "H", "H", "H"], "xyz": [[-1.83499, 0.79072, 0.50612], [1.07744, -0.71564, 2.75814], [1.36759, 0.00312, 1.49832], [2.35995, -0.80169, 0.75580], [3.03772, -0.26464, -0.48145], [4.22916, -0.87111, -0.87704], [4.87404, -0.41413, -2.01061], [4.31365, 0.63277, -2.72191], [3.11911, 1.15655, -2.26941], [2.50917, 0.72469, -1.17253], [1.81867, 1.36308, 1.79032], [0.83070, 2.28212, 2.50257], [1.35465, 3.44288, 3.06762], [0.54671, 4.26351, 3.83075], [-0.76169, 3.87774, 4.06275], [-1.22331, 2.73120, 3.44958], [-0.47470, 1.97759, 2.64111], [0.67899, -2.15655, 2.54839], [1.52663, -3.19542, 2.92049], [1.16851, -4.49935, 2.61612], [-0.02881, -4.72346, 1.95816], [-0.84758, -3.63424, 1.70134], [-0.50613, -2.38570, 1.99172], [0.26281, -0.19587, 3.25623], [1.96719, -0.69105, 3.40840], [1.83784, -1.70426, 0.43153], [3.16603, -1.10384, 1.44650], [4.63374, -1.69220, -0.29843], [5.80108, -0.86806, -2.33474], [4.78389, 1.03024, -3.60966], [2.60811, 1.96065, -2.79009], [2.10856, 1.83540, 0.85333], [2.71522, 1.31137, 2.43357], [2.39754, 3.68611, 2.91222], [0.94279, 5.17415, 4.26004], [-1.42450, 4.45549, 4.69033], [-2.23957, 2.39493, 3.59673], [2.45302, -2.98611, 3.43891], [1.81824, -5.32089, 2.88918], [-0.32958, -5.71771, 1.65951], [-1.81896, -3.76181, 1.24381], [-0.66379, 2.60509, -0.90254], [-2.19020, 4.39435, -1.22578], [-2.94374, 4.78791, 1.12456], [-3.77133, 2.42296, 1.42683], [-3.29002, -1.10259, -4.42716], [-2.67076, -0.25617, -3.34660], [-2.67218, 1.20034, -3.76464], [-1.00650, -0.87024, -2.82831], [-1.37579, -2.46640, -3.12683], [0.08476, -0.46107, -3.73119], [-0.90806, -0.65778, -1.34535], [-3.86703, -0.47796, -1.94541], [-3.50770, -1.89284, -1.24743], [-5.17204, -0.65089, -2.65544], [-3.66504, 0.61352, -0.92692], [-3.15604, -0.70085, -5.35143], [-4.30643, -1.12979, -4.12928], [-2.86370, -2.03455, -4.36512], [-2.05420, 1.34939, -4.65277], [-2.23981, 1.80301, -2.96884], [-3.69080, 1.55649, -3.93550], [-0.58038, -2.98780, -2.95664], [-4.30818, -2.43469, -1.27194]], "atomic_forces_ev_per_a": [[-0.2, -0.5, 0.2], [0.0, 0.1, -0.2], [-0.3, 0.0, -0.2], [-0.3, 0.2, 0.2], [0.3, 0.1, 0.1], [0.1, -0.1, 0.0], [0.0, -0.1, 0.1], [0.0, 0.1, -0.2], [-0.1, 0.1, 0.0], [-0.7, 0.3, 0.2], [-0.1, -0.3, 0.0], [-0.3, -0.1, 0.2], [0.0, -0.1, 0.0], [0.0, 0.0, 0.0], [0.0, 0.0, 0.1], [0.2, 0.0, 0.1], [0.8, -0.2, -0.1], [0.1, -0.1, 0.1], [0.0, -0.1, 0.0], [0.0, 0.1, 0.0], [0.0, -0.1, 0.0], [0.1, 0.0, 0.0], [-0.2, 0.4, -0.2], [0.0, 0.0, 0.1], [0.0, 0.0, 0.0], [0.0, -0.1, 0.1], [0.0, -0.1, 0.0], [0.0, 0.0, 0.0], [0.0, 0.0, 0.0], [0.0, 0.0, 0.0], [0.1, 0.0, -0.1], [0.0, 0.0, -0.1], [0.0, 0.2, 0.0], [0.0, 0.0, 0.0], [0.0, 0.0, 0.0], [0.0, 0.0, 0.0], [0.0, 0.1, 0.0], [0.0, 0.0, -0.1], [0.0, 0.0, 0.0], [0.0, 0.0, 0.1], [-0.1, 0.0, -0.1], [0.5, 0.9, -0.4], [0.1, -0.4, 0.2], [0.1, -0.4, -0.1], [-0.6, 0.6, 0.1], [-0.1, -0.1, 0.2], [0.1, 0.0, 0.8], [0.0, 0.1, -0.1], [0.3, -0.6, -0.2], [0.3, 0.3, 0.2], [-0.1, 0.2, -0.2], [-0.2, 0.1, 0.0], [-0.3, -0.4, 0.1], [-0.1, 0.1, 0.0], [-0.1, 0.1, -0.1], [0.4, -0.1, -0.2], [0.0, 0.0, 0.0], [0.1, 0.0, -0.3], [-0.1, 0.0, -0.1], [0.0, -0.1, 0.0], [0.0, 0.0, 0.0], [0.0, 0.0, -0.1], [-0.1, -0.1, -0.1], [0.1, 0.0, 0.0]], "total_charge": 0, "max_force_ev_per_a": 1.117, "e_above_lowest_ev": 0.864, "lumo_ha": 0.0009, "spin_multiplicity": 1}

{"formula": "C2H7BO", "method": "ωB97M-V/def2-TZVPD", "symbols": ["B", "C", "C", "O", "H", "H", "H", "H", "H", "H", "H"], "xyz": [[-0.02994, 0.13684, -0.40390], [-0.53261, 1.34640, 0.38619], [0.60913, -1.09061, 0.42278], [-0.33867, -0.01166, -1.83472], [-0.84281, 2.10795, -0.28471], [0.34596, 1.63089, 0.95483], [-1.36998, 1.05762, 0.92844], [1.73803, -0.98337, 0.68792], [0.51637, -2.00550, -0.23824], [0.05025, -1.21069, 1.35513], [-0.14573, -0.97787, -1.97372]], "atomic_forces_ev_per_a": [[0.7, -0.6, -5.5], [0.7, 1.1, 1.8], [2.2, -1.5, 1.1], [1.1, -1.6, 1.8], [0.1, 0.5, -1.2], [-0.4, 0.4, 0.5], [-1.6, -0.2, 1.8], [-1.7, 0.0, -0.4], [-0.1, 1.0, 0.5], [0.0, -0.1, 0.0], [-0.9, 1.1, -0.4]], "total_charge": 0, "max_force_ev_per_a": 5.566, "s_squared": 2.004, "e_above_lowest_ev": 0.000, "lumo_ha": [0.0232, -0.1565], "spin_multiplicity": 3}